170
Properties=species:S:1:pos:R:3:forces:R:3 method="wB97M-V/def2-TZVPD" homo_lumo_gap_ev=1.10 lumo_ev=-10.20 e_tot_ha=-3241.7271 charge=+2
H 11.63155 -19.01623 6.11986 0.101 0.205 0.144
H 11.71313 -19.14234 7.90988 -0.885 -0.197 -0.016
H 11.12843 -22.51296 12.79172 0.137 0.291 0.710
H 8.44440 -18.64335 11.35792 1.034 -0.021 -0.446
H 17.32222 -11.98637 9.69858 0.376 -0.527 0.066
C 21.26920 -19.57554 9.70395 0.487 -0.636 -1.137
H 17.45993 -10.87367 14.19721 -0.589 -0.224 -0.175
H 15.10359 -12.47948 8.88042 0.070 0.263 -0.278
C 18.24454 -11.31458 13.58232 0.653 -1.423 0.328
H 13.14556 -13.72250 9.80313 0.003 0.328 -0.118
O 14.87152 -25.60180 7.69529 -0.549 -0.054 0.765
C 7.77331 -20.23206 2.88234 -0.423 0.093 -0.438
H 7.94765 -20.31688 11.68505 0.782 -0.411 -0.425
H 5.71693 -19.10481 6.47738 0.237 -0.341 -0.530
C 22.93624 -18.03596 13.50004 -0.364 0.804 0.671
C 5.05367 -17.16976 5.70432 0.365 0.259 1.160
H 11.07820 -25.20395 16.17170 -0.044 0.521 -0.339
H 15.63572 -18.44379 1.26610 0.254 -1.154 -0.382
C 10.47158 -18.97205 13.43376 0.288 -0.853 -0.610
N 22.36482 -18.86789 9.09104 1.084 1.063 1.210
H 14.06827 -17.10277 3.67224 -0.222 -0.160 0.220
H 18.04481 -20.37010 7.75306 -0.084 -0.140 0.229
O 11.66234 -22.09535 7.63401 -1.172 2.449 -2.074
N 5.82004 -17.24929 4.48338 0.578 -0.572 -0.167
H 14.52428 -21.09151 0.24717 0.035 -0.326 0.029
H 13.24709 -13.47210 11.58369 -0.287 0.243 -0.075
H 7.39148 -18.55123 5.10001 0.176 -0.318 0.073
C 13.80734 -19.16849 0.26608 2.101 0.503 -0.500
H 20.50125 -18.85606 9.98798 -0.554 -0.147 0.147
H 7.43625 -21.01279 2.20047 -0.187 0.123 -0.094
H 21.49301 -21.31465 8.27738 0.403 0.591 0.028
H 8.85979 -20.22524 2.79504 0.229 -0.014 0.584
H 14.35049 -11.61781 10.21770 -0.064 0.207 0.100
H 4.13206 -16.61743 5.52079 -0.415 -0.636 -0.400
H 18.23836 -12.70613 15.95878 -0.182 -0.553 0.176
C 22.91221 -17.68486 9.85494 -0.422 -0.734 -1.010
O 14.21008 -22.95663 -1.22422 -0.767 -0.910 0.620
H 11.36890 -21.44898 5.76276 0.203 -0.227 -0.730
C 6.26427 -24.25686 8.73284 -1.115 0.594 -0.272
H 13.74290 -22.47188 16.70345 0.167 -0.717 -0.095
H 9.83403 -18.88542 14.31361 0.164 0.054 0.414
H 10.99758 -23.79885 17.35881 -0.735 -0.428 0.083
H 15.60301 -21.88132 -2.23980 0.174 0.088 0.645
H 4.54212 -18.35692 7.42780 -0.905 -0.118 0.135
C 14.46693 -26.78961 2.63905 0.198 1.514 1.061
N 11.71621 -20.65902 14.66324 0.577 -2.167 0.019
H 11.88201 -26.58829 5.76479 0.341 -0.071 -0.450
H 13.31316 -20.31039 15.91934 0.797 0.334 -0.091
H 19.11625 -10.73894 13.89355 0.512 -0.197 -0.202
H 3.70846 -20.94493 6.59392 -0.042 -0.280 0.089
H 6.87820 -26.05815 7.97789 0.517 -0.800 -0.522
C 10.54461 -29.94550 5.35182 0.448 0.184 -0.127
C 11.22254 -21.01839 6.75336 2.149 -1.017 3.471
C 12.99218 -21.10657 15.24765 -1.415 -0.305 1.218
H 7.34734 -20.46773 3.85759 0.582 -0.237 0.403
H 23.65296 -17.13226 9.27699 0.050 -0.552 -0.467
C 16.50222 -11.53870 10.26009 -0.806 -1.231 0.624
Hf 12.04348 -25.61472 9.88071 -0.721 0.493 -0.769
H 14.22289 -22.22908 -3.12176 -0.651 0.270 -0.181
H 10.82810 -27.54982 6.27139 -0.049 -0.274 -0.198
H 18.08908 -10.04848 12.01556 -0.179 0.207 -0.702
H 3.12681 -21.00693 4.91212 -0.061 0.359 0.047
H 16.49343 -12.48205 12.15545 -0.279 -0.292 -0.478
H 7.44563 -16.96165 2.49295 -0.242 -0.232 -0.178
C 14.48894 -16.58515 2.81015 0.037 0.724 0.599
H 16.51509 -10.51082 9.89759 -0.445 0.188 0.231
C 8.56133 -19.48774 12.03721 -0.915 0.123 1.726
H 23.00855 -19.11469 13.63865 -0.042 -0.118 -0.105
O 20.07850 -19.98519 7.53307 0.617 -0.268 1.474
H 12.56351 -23.44423 -2.43778 0.038 0.245 -0.074
C 20.76647 -20.61728 8.69440 -2.119 0.777 -0.551
O 15.05667 -13.49477 10.62933 0.732 0.108 -0.072
C 18.73829 -19.52921 7.76210 0.581 -0.111 -0.807
H 12.46186 -24.66023 17.16068 -0.003 -0.741 0.240
O 12.05026 -23.37377 15.70657 0.639 1.033 -1.255
H 13.76300 -21.29005 14.49914 -0.225 -0.213 -0.062
C 6.83009 -25.61844 8.97410 1.955 1.113 0.952
H 10.13602 -20.94642 6.80228 -0.578 -0.158 0.091
C 14.52222 -21.94418 -2.11312 -0.072 1.435 -0.583
H 11.08923 -20.45466 15.42825 -0.170 0.197 -0.124
C 7.77512 -17.82828 3.06608 -0.816 -0.511 0.414
H 13.73460 -25.02445 3.67902 -0.272 0.048 -0.610
H 18.76591 -11.59564 11.46356 0.400 -0.085 0.159
H 17.57856 -25.17801 4.72120 -0.208 0.035 0.082
H 12.61181 -28.62168 2.23321 -0.094 -0.020 -0.185
H 13.24172 -29.86947 4.91365 0.397 0.178 0.438
H 18.55830 -18.89333 8.62891 0.404 -0.173 0.359
C 3.87280 -20.57763 5.58092 0.249 0.029 0.301
H 22.14228 -16.93177 10.02274 -0.423 -0.014 0.242
C 16.91774 -25.46560 3.90345 -0.138 -0.683 0.865
C 12.59074 -29.72062 4.05215 1.519 0.204 0.428
H 22.15518 -17.60542 14.12668 -0.107 -0.404 0.201
H 12.47470 -18.81125 14.17802 0.304 0.510 -0.083
H 12.88291 -20.56665 -1.53544 -0.297 -0.186 -0.146
C 11.85579 -19.59415 13.73971 -0.974 1.723 0.290
H 15.55398 -16.45160 2.99977 0.339 0.009 -0.041
H 10.30173 -30.92974 4.95134 -0.179 0.151 -0.497
O 15.53593 -25.33390 4.34969 1.949 0.033 -0.549
H 17.12875 -26.50841 3.66655 0.015 -0.150 0.077
O 9.84021 -19.88732 12.54453 -0.780 0.031 -1.490
H 5.46715 -16.49185 6.45102 0.887 -0.111 -0.025
H 10.96632 -30.16719 6.33218 0.449 0.251 0.224
O 14.21479 -17.19981 1.62270 -1.587 -0.853 -1.192
C 15.19060 -12.25597 9.94370 -0.415 0.161 -0.436
O 10.83807 -22.92564 11.97832 0.233 -0.863 -0.748
H 22.14904 -18.70716 8.11754 0.188 0.383 -0.052
H 15.19729 -25.06137 6.97554 0.003 0.264 -0.473
H 10.25429 -22.28159 11.57753 -0.171 0.340 -0.002
C 13.31648 -28.81750 3.04142 -2.016 -0.234 -0.083
H 14.26524 -19.83168 -2.36257 -0.081 0.246 0.073
H 15.05830 -24.69851 2.47101 -0.228 0.241 -0.119
H 12.74329 -19.36854 0.39204 -0.085 -0.397 0.622
H 19.31465 -14.01420 15.19132 -0.388 0.058 0.330
H 13.93113 -26.71416 1.69283 -0.019 -0.034 0.026
O 11.39114 -29.14836 4.52127 -0.509 -0.425 -0.454
C 11.91235 -19.64605 6.96400 0.077 -0.775 -0.148
H 7.83248 -16.85873 4.98014 -0.049 0.124 0.113
H 17.23516 -24.90979 3.02117 -0.695 0.486 -0.058
O 7.23651 -19.01176 2.44584 0.046 1.141 -0.277
C 18.97307 -12.97916 15.20130 -0.294 0.639 -1.030
H 10.54344 -17.97837 12.99157 0.204 0.072 -0.175
H 4.85996 -20.88737 5.23788 0.197 -0.276 -0.025
H 6.88316 -23.59167 8.13069 0.288 -0.124 0.210
H 15.43776 -27.26153 2.48780 0.148 0.012 -0.467
H 12.21331 -21.82068 17.11435 -0.509 -0.063 0.102
H 19.83308 -12.34512 15.41688 0.267 0.120 -0.306
H 9.65640 -29.33144 5.50053 -0.183 -0.303 -0.109
H 12.60869 -30.72445 3.62776 -1.182 -0.186 -0.277
H 14.46237 -19.14871 2.38036 -0.278 0.001 0.303
H 12.33770 -19.91013 12.81449 -0.107 -0.116 -0.079
H 23.84738 -17.55210 13.85190 0.416 -0.106 -0.205
H 18.51379 -18.90792 6.89509 -0.064 -0.055 -0.045
O 11.36921 -26.80826 6.54253 -0.023 0.444 0.991
H 13.81705 -18.41325 -0.51981 0.030 0.373 0.147
H 20.04446 -21.25397 9.20570 -0.283 -0.062 0.086
C 12.76291 -22.25417 16.27881 -0.461 -0.049 -1.129
H 5.35600 -24.40866 8.14966 -0.165 0.053 -0.146
N 13.70005 -27.53676 3.61487 0.074 -1.366 0.057
C 13.72177 -13.91501 10.70813 -0.190 -0.465 0.317
H 15.27747 -26.45735 7.55581 0.125 -0.267 -0.095
H 14.01916 -15.60803 2.69777 0.152 0.127 0.457
C 18.00532 -11.13255 12.09218 -0.702 0.324 1.270
O 3.81713 -19.17015 5.57924 -0.116 -0.024 0.126
H 23.80404 -19.09287 11.18499 -0.003 -0.133 0.533
C 7.24720 -17.64763 4.50773 -0.509 0.630 -0.298
H 5.91662 -23.74872 9.63231 0.382 -0.005 0.178
C 14.66828 -25.37041 3.23557 -0.223 -0.456 -0.292
O 22.57832 -17.64059 12.20534 0.738 -0.970 -0.899
H 12.11838 -23.09822 -0.74447 0.161 0.572 0.060
H 5.32804 -17.93109 3.92376 -0.097 0.037 -0.627
H 8.86352 -17.80593 3.01135 0.209 -0.334 0.257
C 12.89569 -23.48982 -1.40063 0.557 -0.875 0.109
H 6.12060 -26.27238 9.48113 -0.109 -0.504 0.353
C 23.53589 -18.03656 11.20507 -1.054 1.008 -0.594
C 13.96988 -20.56954 -1.61664 1.232 -1.491 -0.859
H 14.14162 -29.36803 2.58956 0.298 -0.176 0.117
N 14.60993 -20.27687 -0.34369 -1.367 1.046 0.581
O 18.42671 -12.73285 13.88413 0.273 1.146 0.322
H 12.99792 -19.70264 7.04424 0.105 -0.451 -0.634
H 7.93927 -19.17109 12.87439 -0.003 0.223 0.501
C 4.78831 -18.54204 6.38223 0.122 1.206 -0.640
H 21.55738 -20.14011 10.59069 0.271 0.233 0.234
H 13.68639 -14.99562 10.84640 0.295 -0.059 0.070
H 12.98106 -24.54764 -1.15195 -0.048 -0.097 0.009
O 8.05818 -25.64083 9.63109 -0.917 -0.285 -0.618
C 11.57698 -24.33989 16.61070 1.372 1.038 1.483
N 16.68329 -11.60215 11.69738 1.236 1.067 -0.126
H 14.36545 -27.89086 4.28715 0.301 0.767 0.771
H 24.41973 -17.40236 11.27359 0.284 -0.228 0.461
C 14.57114 -18.56533 1.46607 0.333 0.787 -0.483